# 1
Molecular formula: C3H10NO
Method: DFT, ωB97M-V/def2-TZVPD

CARTESIAN COORDINATES (ANGSTROEM)
O 2.449 1.566 1.070
N -0.018 0.179 0.394
C -1.340 -1.071 -1.429
C -0.961 0.514 1.173
C -0.002 -0.779 -0.645
H 0.674 -0.416 -1.481
H -1.887 -0.040 1.080
H 3.386 1.355 1.301
H -0.903 1.129 2.076
H -1.853 -0.179 -1.843
H -2.130 -1.624 -0.803
H 0.405 -1.740 -0.350
H 2.484 2.495 0.959
H -1.231 -1.803 -2.256
H 0.929 0.413 0.755

HOMO-LUMO gap in eV: 11.242
LUMO energy in eV: -4.94
Electronic energy in Eh: -250.0152
Total charge: +1
Relative energy (zero: lowest compared OMol25 entry of this formula, charge and spin) in eV: 1.0505
HOMO energy in Eh: -0.595

=====

# 2
Molecular formula: C5H6F2
Method: DFT, ωB97M-V/def2-TZVPD

CARTESIAN COORDINATES (ANGSTROEM)
F 0.039 0.853 -2.165
F -1.157 2.120 0.176
C -0.994 0.383 -1.442
C -1.187 0.718 -0.012
C 0.696 -1.230 0.964
C -0.038 0.059 0.825
C 1.428 -0.049 0.451
H 0.720 -1.517 2.004
H -1.604 -0.319 -1.859
H 2.005 0.458 1.132
H -2.060 0.286 0.293
H 0.464 -1.962 0.314
H 1.687 0.200 -0.684

HOMO-LUMO gap (alpha / beta) in eV: 8.590 / 8.676
LUMO energy (alpha / beta) in eV: 0.00 / 0.03
Electronic energy in Eh: -393.6409
Total charge: 0
Relative energy (zero: lowest compared OMol25 entry of this formula, charge and spin) in eV: 4.3776
HOMO energy (alpha / beta) in Eh: -0.316 / -0.318

=====

# 3
Molecular formula: CH4BrN
Method: DFT, ωB97M-V/def2-TZVPD

CARTESIAN COORDINATES (ANGSTROEM)
Br 2.441 -0.023 0.318
N 1.072 -0.919 -0.414
C -1.014 0.600 -0.050
H 0.703 -1.567 0.286
H -1.324 0.408 -1.056
H -0.445 1.478 0.169
H -1.434 0.023 0.747

HOMO-LUMO gap (alpha / beta) in eV: 8.014 / 9.493
LUMO energy (alpha / beta) in eV: -0.73 / 0.03
Electronic energy in Eh: -2669.1055
Total charge: 0
Relative energy (zero: lowest compared OMol25 entry of this formula, charge and spin) in eV: 2.9352
HOMO energy (alpha / beta) in Eh: -0.321 / -0.348

=====

# 4
Molecular formula: C23H22N4O3S2
Method: DFT, ωB97M-V/def2-TZVPD

CARTESIAN COORDINATES (ANGSTROEM)
S 2.488 0.494 -1.877
S 0.065 1.024 2.860
O 0.541 -3.461 -3.356
O 1.064 -4.839 -1.221
O -1.183 1.990 -0.363
N 1.448 0.982 0.422
N 1.773 -1.207 0.247
N 1.157 -0.954 1.404
N -2.236 0.207 0.505
C 0.932 0.332 1.513
C 0.203 -3.801 -1.054
C 0.361 5.680 0.617
C 1.300 3.470 0.568
C -1.507 -1.608 -0.903
C 0.629 4.510 -0.068
C -1.760 -1.947 1.590
C -0.081 -3.048 -2.216
C 2.116 2.128 -1.390
C 1.448 4.799 2.566
C 1.720 3.625 1.888
C -2.382 -0.387 -0.811
C 0.765 5.825 1.935
C -0.931 -1.964 -2.121
C -2.649 -0.696 1.552
C 0.386 -2.683 -4.514
C -1.563 1.362 0.614
C -1.237 -2.345 0.234
C -0.383 -3.442 0.143
C 1.566 -5.467 -0.067
C 1.590 2.231 -0.151
C -1.294 1.920 2.000
C 1.919 -0.055 -0.352
H -0.891 -1.764 2.228
H 0.785 -6.028 0.460
H 0.291 4.374 -1.083
H 2.266 2.834 2.381
H -3.684 -0.984 1.332
H -0.171 6.480 0.124
H 2.343 2.937 -2.055
H 0.997 -3.165 -5.276
H 2.016 -4.739 0.615
H 1.771 4.911 3.590
H -1.148 -1.357 -2.986
H -3.437 -0.646 -0.962
H 0.740 -1.658 -4.362
H 2.328 -6.161 -0.418
H -0.657 -2.660 -4.851
H -2.093 0.358 -1.555
H -2.155 1.854 2.661
H -2.325 -2.772 2.031
H -0.161 -3.987 1.046
H 0.549 6.739 2.469
H -2.632 -0.203 2.523
H -0.994 2.963 1.891

HOMO-LUMO gap in eV: 8.131
LUMO energy in eV: 0.56
Electronic energy in Eh: -2130.7523
SMILES string: COc1cc2c(cc1OC)CN(C(=O)CSc1nnc3scc(-c4ccccc4)n13)CC2
Total charge: 0
Relative energy (zero: lowest compared OMol25 entry of this formula, charge and spin) in eV: 1.7421
HOMO energy in Eh: -0.278

=====

# 5
Molecular formula: C57H66BMoN7O2Te
Method: DFT, ωB97M-V/def2-TZVPD

CARTESIAN COORDINATES (ANGSTROEM)
Te -3.018 0.205 -1.093
Mo -0.453 -0.306 0.136
O -0.838 -1.800 -1.112
O 1.430 1.299 -6.620
N -2.002 -2.767 0.562
N -1.532 -1.655 1.196
N 0.526 1.069 -3.989
N 0.205 0.514 -1.624
N 2.512 0.870 1.347
N -0.951 0.638 1.931
N 2.409 -1.291 0.667
C 0.355 0.757 -2.751
C 1.081 -4.715 0.128
C -1.581 -2.786 -0.673
C -2.059 -3.812 -1.599
C -3.457 4.901 -2.409
C 0.519 -4.617 2.942
C 0.864 0.082 -6.185
C -1.605 1.711 4.424
C -1.120 2.520 3.401
C -3.404 2.568 -2.987
C 2.272 2.167 1.902
C 0.578 3.550 -1.083
C 1.918 3.228 1.057
C 2.411 2.372 3.292
C -3.027 -5.960 -2.053
C -4.389 1.041 1.571
C 2.163 1.926 -5.588
C 1.910 3.107 -0.459
C -6.763 1.016 1.944
C 3.680 -1.020 1.107
C 1.253 2.278 -4.414
C -2.088 -3.514 -2.962
C 1.673 4.477 1.619
C 1.534 -3.595 0.830
C -5.480 1.306 2.386
C -2.994 3.261 -0.714
C -4.593 0.484 0.316
C 2.685 -1.490 -3.522
C 3.062 3.942 -1.036
C 1.742 -2.437 3.185
C -3.169 4.584 -1.088
C -1.893 -1.450 2.442
C -3.115 2.255 -1.665
C 1.215 -4.825 -1.243
C 3.738 0.266 1.528
C 2.801 1.280 4.276
C -0.791 1.948 2.192
C 4.195 1.549 4.862
C -3.076 -5.653 -3.407
C 1.871 -3.836 -1.956
C 1.792 4.689 2.979
C 1.777 1.158 5.412
C -5.876 0.184 -0.129
C -6.961 0.455 0.691
C -3.570 3.896 -3.357
C -0.152 0.346 -5.079
C 4.630 -2.096 -2.080
C 2.066 -2.542 0.064
C -1.527 -0.131 2.898
C 2.172 3.644 3.802
C -1.818 0.371 4.162
C -2.532 -5.041 -1.146
C 1.635 -3.730 2.361
C 3.152 -1.677 -2.078
C -2.602 -4.430 -3.862
C -2.756 -2.376 3.218
C 2.319 -2.691 -1.316
B 1.584 -0.098 0.782
H -0.364 2.540 1.398
H 0.372 -0.374 -7.043
H -5.326 1.753 3.359
H -7.613 1.234 2.577
H 0.223 4.489 -0.657
H 2.884 -2.375 -4.127
H 2.974 1.272 -5.245
H 4.776 -2.980 -2.703
H -2.507 -5.267 -0.088
H 1.613 5.672 3.396
H 2.579 -4.266 2.515
H -2.225 -2.772 4.086
H -2.635 -4.195 -4.917
H 1.649 -0.592 -5.823
H 3.229 -0.661 -3.978
H 0.766 1.063 5.011
H 4.460 -1.761 1.141
H -3.600 5.933 -2.698
H 2.077 2.063 -0.734
H -7.962 0.239 0.344
H 2.822 0.320 3.768
H 4.154 2.377 5.570
H -3.642 -1.844 3.572
H -3.379 -6.921 -1.705
H 1.411 5.309 0.977
H 0.854 -5.714 -1.745
H -3.393 1.280 1.914
H 0.685 -5.671 2.728
H 0.518 3.021 -4.734
H 0.503 -4.521 4.028
H 2.584 2.838 -6.006
H 2.040 -3.979 -3.015
H -1.726 -2.550 -3.295
H 2.911 5.004 -0.841
H -3.491 -6.366 -4.107
H -3.524 1.777 -3.718
H 4.920 1.810 4.091
H -0.972 3.580 3.542
H 1.615 -1.280 -3.552
H -6.022 -0.245 -1.113
H -2.209 -0.297 4.916
H -1.816 2.129 5.399
H 2.288 3.819 4.863
H 3.071 -0.706 -1.584
H 0.696 3.702 -2.158
H -3.095 5.365 -0.343
H -3.061 -3.202 2.584
H 4.013 3.648 -0.592
H 4.586 0.794 1.929
H -0.201 2.795 -0.949
H 2.000 0.276 6.013
H 1.624 -2.681 4.242
H 0.974 -1.715 2.924
H 5.251 -1.291 -2.475
H 4.984 -2.337 -1.080
H 2.713 -1.958 3.074
H -3.810 4.143 -4.382
H 0.645 -5.546 0.660
H 3.132 3.808 -2.117
H -0.573 -0.584 -4.697
H 4.561 0.669 5.392
H 1.830 2.672 -3.579
H 1.811 2.026 6.070
H -2.787 3.012 0.320
H -0.454 -4.330 2.546
H -0.950 0.977 -5.480

HOMO-LUMO gap (alpha / beta) in eV: 5.780 / 5.455
LUMO energy (alpha / beta) in eV: -6.48 / -6.87
Multiplicity: 3
Electronic energy in Eh: -3106.0468
Total charge: +2
<S²>: 2.042
HOMO energy (alpha / beta) in Eh: -0.451 / -0.453

=====

# 6
Molecular formula: C3HCl2FS
Method: DFT, ωB97M-V/def2-TZVPD

CARTESIAN COORDINATES (ANGSTROEM)
Cl 1.597 1.383 -0.648
Cl -0.974 -2.024 -0.601
S -1.910 0.267 1.478
F 0.834 -1.000 -2.070
C 0.394 0.318 -0.121
C -0.435 0.692 1.055
C 0.259 -0.830 -0.870
H 0.236 1.194 1.777

HOMO-LUMO gap in eV: 7.908
LUMO energy in eV: -1.25
Electronic energy in Eh: -1533.2884
SMILES string: F/C(Cl)=C(\Cl)C=S
Total charge: 0
Relative energy (zero: lowest compared OMol25 entry of this formula, charge and spin) in eV: 0.1205
HOMO energy in Eh: -0.337

=====

# 7
Molecular formula: CH2BrClO
Method: DFT, ωB97M-V/def2-TZVPD

CARTESIAN COORDINATES (ANGSTROEM)
Br -2.101 -0.488 -0.175
Cl -0.150 1.877 -0.076
O 0.520 -0.606 0.846
C -0.145 -0.029 -0.163
H 1.533 -0.629 0.796
H 0.344 -0.125 -1.229

HOMO-LUMO gap in eV: 10.717
LUMO energy in eV: 0.35
Electronic energy in Eh: -3148.7204
SMILES string: O[C@H](Cl)Br
Total charge: 0
Relative energy (zero: lowest compared OMol25 entry of this formula, charge and spin) in eV: 0.2485
HOMO energy in Eh: -0.381

=====

# 8
Molecular formula: C3H8Cl2Si
Method: DFT, ωB97M-V/def2-TZVPD

CARTESIAN COORDINATES (ANGSTROEM)
Cl 2.825 -0.209 0.538
Cl -2.819 -1.575 0.333
Si -0.302 -0.072 -0.678
C 1.582 -1.384 0.103
C -1.572 -0.243 0.717
C 0.201 1.754 -0.465
H -0.825 -0.422 -2.050
H -2.295 0.610 0.860
H -0.103 2.041 0.576
H 1.345 1.791 -0.572
H -1.246 -0.625 1.638
H 2.088 -1.975 -0.651
H 1.311 -2.030 0.886
H -0.188 2.339 -1.235

HOMO-LUMO gap in eV: 10.217
LUMO energy in eV: 0.80
Electronic energy in Eh: -1328.9230
Total charge: 0
Relative energy (zero: lowest compared OMol25 entry of this formula, charge and spin) in eV: 3.9494
HOMO energy in Eh: -0.346

=====

# 9
Molecular formula: C17H14BrClCrO2
Method: DFT, ωB97M-V/def2-TZVPD

CARTESIAN COORDINATES (ANGSTROEM)
Br -1.463 1.103 2.754
Cr -0.252 1.114 0.536
Cl 0.573 -8.171 2.123
O 0.719 -1.381 1.800
O -0.950 -1.714 0.337
C -0.663 -4.598 0.673
C 1.579 1.986 -0.252
C -2.154 3.605 -0.710
C 0.481 0.358 -1.482
C -0.490 -5.981 0.859
C 0.870 -5.530 2.809
C 0.582 1.767 -1.317
C 2.141 0.711 0.064
C -2.433 3.166 0.609
C 0.295 -6.464 1.927
C -1.398 3.657 1.467
C 1.464 -0.288 -0.676
C -0.443 4.342 0.662
C -0.103 -2.131 1.186
C -0.934 4.358 -0.668
C 0.685 -4.157 2.611
C -0.014 -3.649 1.499
H 1.436 -5.913 3.664
H 0.388 4.933 1.049
H 1.930 2.931 0.192
H -2.835 3.560 -1.560
H 1.842 -1.298 -0.809
H -1.423 3.747 2.557
H -0.147 -0.159 -2.204
H -0.980 -6.690 0.207
H 3.031 0.518 0.634
H 1.070 -3.456 3.341
H -0.037 2.496 -1.837
H -0.537 4.955 -1.489
H -1.323 -4.235 -0.086
H -3.361 2.699 0.924

HOMO-LUMO gap (alpha / beta) in eV: 4.009 / 4.143
LUMO energy (alpha / beta) in eV: 3.99 / 3.99
Multiplicity: 5
Electronic energy in Eh: -4885.3460
Total charge: -2
<S²>: 6.034
Relative energy (zero: lowest compared OMol25 entry of this formula, charge and spin) in eV: 1.4302
HOMO energy (alpha / beta) in Eh: -0.001 / -0.006

=====

# 10
Molecular formula: CHCl2NO
Method: DFT, ωB97M-V/def2-TZVPD

CARTESIAN COORDINATES (ANGSTROEM)
Cl -2.028 -1.690 -0.590
Cl -0.205 2.453 0.707
O 0.855 1.149 0.515
N 0.654 -1.486 0.004
C -0.459 -1.586 -0.243
H 1.182 1.160 -0.393

HOMO-LUMO gap in eV: 10.585
LUMO energy in eV: 0.20
Electronic energy in Eh: -1088.9826
SMILES string: N#CCl.OCl
Total charge: 0
Relative energy (zero: lowest compared OMol25 entry of this formula, charge and spin) in eV: 0.5941
HOMO energy in Eh: -0.382